26
Properties=species:S:1:pos:R:3:forces:R:3:lowdin_charge:R:1 method="wB97M-V/def2-TZVPD" homo_energy_ev="-6.9 / -6.9" orbital_gap_ev="6.41 / 6.42" charge=0
C 1.330807 -2.063712 1.409563 0.2 -1.0 -0.8 -0.27
C -1.550689 -1.542454 -0.217298 1.5 -1.2 1.8 -0.25
C 1.500972 -1.441072 -1.619402 -1.1 -0.9 0.3 -0.23
C 1.891070 2.276221 0.808313 2.0 -0.4 0.6 -0.31
C -1.088402 1.674145 1.761682 1.3 -0.7 -1.0 -0.26
Si -2.082331 1.371804 -2.271393 1.7 -0.7 2.3 0.55
Si 0.383782 -1.024140 -0.027724 0.2 -1.2 -0.2 0.49
Si 0.325912 1.312860 0.460313 -2.2 0.2 -0.9 0.60
H 0.855011 -2.013327 2.435687 0.8 0.2 -1.1 0.01
H 1.470413 -3.230757 1.167248 -0.4 2.6 0.3 0.06
H 2.384249 -1.607435 1.359334 -1.4 -0.7 0.5 0.02
H -1.641949 -2.586009 0.195659 0.5 0.4 -0.9 0.03
H -2.163085 -1.084149 0.561098 0.0 0.8 -0.3 0.00
H -2.040303 -1.499866 -1.177534 0.1 0.2 -0.2 -0.02
H 0.852064 -1.776752 -2.442012 -0.2 -0.2 0.4 0.01
H 1.960540 -0.598437 -2.112584 0.6 0.4 0.4 0.00
H 2.210821 -2.299281 -1.451992 -0.5 1.1 0.1 0.03
H 2.422754 1.604832 1.596001 -0.9 1.1 -0.9 0.05
H 2.680544 2.284913 -0.018627 -1.3 0.2 0.9 0.04
H 1.766443 3.297015 1.281243 0.1 -1.2 -0.7 0.04
H -1.523180 0.666057 1.663897 -0.1 0.3 1.0 -0.02
H -0.588025 1.951624 2.704751 -0.6 -0.6 -0.1 0.02
H -1.883271 2.368365 1.521829 0.2 0.3 -0.2 0.01
H -2.800621 2.576200 -2.379306 -0.3 1.7 -0.6 -0.21
H -1.494524 0.812640 -3.470675 0.0 -0.1 -0.6 -0.18
H -3.179003 0.570716 -1.738070 -0.1 -0.7 0.1 -0.17

---

41
Properties=species:S:1:pos:R:3:forces:R:3:lowdin_charge:R:1 method="wB97M-V/def2-TZVPD" homo_energy_ev=-8.4 orbital_gap_ev=9.15 smiles="O=C(O)C[C@@H](C(=O)OC[C@@H]1CCCO1)N1CCOCC1" charge=0
O 2.038430 2.252635 0.239299 0.2 0.0 0.1 0.11
C 1.044288 1.784972 -0.248094 0.0 0.4 0.3 -0.52
O 1.010238 1.257445 -1.471748 -0.2 0.0 -0.6 0.12
C -0.297508 1.738079 0.444721 0.1 -0.2 -0.3 -0.02
C -1.239234 0.665233 -0.128049 0.2 0.3 0.1 -0.21
C -0.469572 -0.610307 -0.463710 -0.5 0.0 -0.4 -0.47
O -0.757625 -1.331886 -1.381547 0.0 0.0 0.1 0.13
O 0.542940 -0.831504 0.376314 0.1 0.2 0.4 0.02
C 1.409661 -1.921704 0.080036 0.6 -0.4 -0.5 -0.08
C 2.871165 -1.485129 0.129566 -0.4 -0.2 0.4 -0.30
C 3.281811 -0.783675 1.437265 0.0 0.0 -0.2 -0.10
C 4.319604 0.253342 0.982453 0.0 0.1 -0.1 -0.14
C 4.371239 0.060602 -0.541566 0.4 0.2 0.2 -0.19
O 3.154030 -0.560822 -0.903675 -0.3 0.0 -0.1 -0.11
N -2.303356 0.433150 0.847912 0.1 -0.1 0.1 -0.11
C -2.748004 -0.935263 1.062281 -0.3 -0.2 -0.2 -0.14
C -3.690742 -1.431839 -0.040737 0.3 -0.2 0.1 -0.18
O -4.808021 -0.573953 -0.165868 -0.1 0.0 0.1 -0.13
C -4.398394 0.745089 -0.451364 0.1 0.3 0.1 -0.19
C -3.468976 1.282016 0.645503 -0.2 -0.1 -0.2 -0.15
H 1.911414 1.112426 -1.808531 -0.1 0.0 0.3 0.13
H -0.761467 2.722958 0.365460 0.0 0.0 0.0 0.13
H -0.124795 1.542135 1.503644 0.0 0.0 -0.1 0.14
H -1.638801 1.007165 -1.094406 0.1 -0.2 0.1 0.16
H 1.242229 -2.705068 0.825838 0.0 0.1 -0.1 0.14
H 1.165393 -2.303045 -0.916695 0.0 0.0 0.2 0.14
H 3.487335 -2.388899 -0.022485 -0.1 0.1 0.0 0.16
H 3.683359 -1.496063 2.154724 0.0 0.0 0.1 0.11
H 2.413391 -0.292675 1.872354 0.0 0.0 0.1 0.11
H 3.981091 1.259721 1.217137 0.1 0.0 0.0 0.09
H 5.296497 0.090695 1.432524 0.0 0.0 0.0 0.11
H 5.211313 -0.591254 -0.823121 -0.1 0.1 0.0 0.12
H 4.447892 0.999547 -1.089395 0.0 0.0 0.0 0.12
H -1.886462 -1.596541 1.153150 0.0 -0.1 0.1 0.12
H -3.288370 -0.939005 2.015132 0.0 -0.1 0.0 0.13
H -4.092295 -2.415299 0.208354 0.1 0.0 0.0 0.13
H -3.150748 -1.491574 -0.996322 -0.1 0.0 0.1 0.12
H -5.310399 1.341409 -0.511496 0.1 0.0 0.0 0.13
H -3.887744 0.771592 -1.427037 -0.1 0.0 0.0 0.12
H -3.145487 2.295405 0.406719 0.0 0.1 0.0 0.12
H -4.017130 1.302897 1.592110 0.0 0.1 -0.1 0.13

---

What largest force on an atom values result from the calculations? In sequence: 2.93, 0.82 eV/Å.
What total energy values result from the calculations? In sequence: -29106.234, -27596.691 eV.
What energy relative to the best compared isomer or geometry (same formula, charge and spin) values result from the calculations? In sequence: 1.4680, 0.2148 eV.